1.
# C2HIN2S

A 2-piece molecular cluster, C2HIN2S overall (ωB97M-V/def2-TZVPD, the OMol25 dataset).

Output
Frontier orbital gap, eV: 7.8232
SMILES: [S-][N+]#CI.C#N
Energy relative to the best compared isomer or geometry (same formula, charge and spin), kcal/mol: 5.0
LUMO, eV: -0.5

Each line ends with the Mulliken charge.
Geometry (Å):
I  -1.7823  -1.6407  -1.5603  0.3160
S  -1.3636  2.1479  1.1007  -0.2155
N  1.7922  -0.9343  -0.6601  -0.3397
N  -1.6514  0.9028  0.2317  -0.1351
C  2.1131  -0.3678  0.2768  0.0479
C  -1.4604  0.0348  -0.6152  0.0236
H  2.3523  -0.1428  1.2264  0.3027

---

2.
# C23H49IrN3OP4

C23H49IrN3OP4 as an isolated structure (ωB97M-V/def2-TZVPD, the OMol25 dataset).

Output
Frontier orbital gap (alpha / beta), eV: 6.1432 / 4.7459
Total charge: +4
2S+1: 6
Energy relative to the best compared isomer or geometry (same formula, charge and spin), kcal/mol: 12.7
LUMO (alpha / beta), eV: -11.0 / -14.7

Each line ends with the Mulliken charge.
Geometry (Å):
Ir  0.3938  0.2470  -0.3151  0.9447
P  2.0500  1.0179  1.0172  0.9592
P  -1.0845  0.2040  1.4916  1.5548
P  2.0560  -0.1088  -1.9405  0.6892
P  -0.3409  3.1605  -1.0310  0.8683
O  -0.1831  -1.7006  -0.7982  -0.6847
N  -3.7956  0.0700  1.9275  0.3189
N  -2.4527  0.4837  3.9447  0.2382
N  -2.4239  -1.7370  2.9037  0.4374
C  -1.7025  -1.0756  -2.5954  -0.0318
C  -1.7431  -2.5451  -4.5166  -0.6223
C  3.3200  -0.3118  1.2715  -1.3254
C  -0.4121  3.8423  0.6177  -1.0336
C  3.1001  2.5087  0.6662  -1.4814
C  -3.7033  0.7986  3.2037  -0.8386
C  -2.3583  -0.9773  4.1686  -0.8759
C  1.6493  -4.1500  1.7240  -0.6199
C  -0.6391  -3.2804  -2.5044  -0.2053
C  -1.8671  3.3487  -1.9508  -1.1522
C  -1.2393  -1.5771  2.0697  -1.0131
C  0.7780  -4.6112  0.8110  -0.5303
C  1.0881  3.5308  -2.0197  -1.0155
C  1.8194  1.4028  2.8127  -1.6701
C  -2.8429  0.5487  0.9201  -1.1161
C  1.3407  -0.0539  -3.6193  -1.2162
C  -2.1362  -1.3611  -3.8901  -0.7101
C  -0.8404  -1.9922  -1.9237  0.6955
C  -3.6673  -1.3765  2.1747  -0.8908
C  2.5481  -1.8608  -1.6541  -0.8315
C  -1.2966  0.9955  3.2354  -1.4287
C  3.6447  0.7786  -2.1391  -1.5388
C  -1.0430  -3.5229  -3.8078  -0.6254
H  2.4900  3.4244  0.6550  0.4977
H  2.7966  1.7513  3.1829  0.8018
H  2.8498  -2.0373  -0.6137  0.2176
H  -0.2175  -4.0779  -1.8822  0.2443
H  1.3190  -3.6220  2.6322  0.3505
H  -2.7420  -0.6245  -4.4026  0.4833
H  -1.3683  3.5856  1.0976  0.2802
H  -1.3998  2.0810  3.1155  0.4691
H  1.5556  0.4825  3.3561  0.3696
H  -2.2687  4.3671  -1.8474  0.4509
H  1.1225  -5.1509  -0.0729  0.3470
H  1.6910  -2.5146  -1.8574  0.1106
H  -0.4136  0.7895  3.8424  0.5789
H  2.1461  0.1255  -4.3477  0.6211
H  1.2590  2.7976  -2.8241  0.3269
H  -1.4042  -1.1919  4.6639  0.3620
H  0.7865  4.4931  -2.4589  0.5410
H  0.8539  -1.0120  -3.8448  0.3309
H  2.0207  3.6654  -1.4539  0.4070
H  -2.6183  2.6167  -1.6065  0.3420
H  4.3473  0.6118  -1.3129  0.4809
H  -1.6444  3.1722  -3.0152  0.4653
H  -3.0401  0.0381  -0.0372  0.3570
H  -1.9693  -0.1613  -2.0756  0.1925
H  -3.1971  -1.2906  4.8140  0.3448
H  -2.0480  -2.7255  -5.5430  0.4897
H  -0.2945  -4.4368  0.9058  0.2463
H  3.8077  2.5689  1.5090  0.5751
H  4.0799  0.3604  -3.0567  0.5942
H  -0.3721  1.7352  -0.6334  -0.3895
H  1.0772  2.1962  2.9885  0.3548
H  -0.7964  -4.4670  -4.2953  0.4942
H  2.8282  -1.2753  1.4777  0.1717
H  -3.7206  1.8832  3.0209  0.4014
H  -3.6727  -1.9082  1.2141  0.3974
H  -0.3626  4.9150  0.4055  0.5564
H  -4.5275  -1.6704  2.7936  0.3498
H  -0.3271  -1.8709  2.6131  0.2978
H  2.7348  -4.2691  1.5902  0.3264
H  3.9983  -0.4034  0.4113  0.4427
H  -4.5674  0.4897  3.8139  0.3459
H  3.9092  -0.0179  2.1564  0.5723
H  3.5093  1.8574  -2.2880  0.3928
H  -2.9646  1.6371  0.7584  0.4073
H  0.4025  3.5705  1.3074  0.2750
H  0.5958  0.7494  -3.7048  0.2929
H  -1.3106  -2.2233  1.1836  0.2427
H  3.6763  2.4150  -0.2620  0.3804
H  3.3737  -2.1242  -2.3271  0.5611

---

3.
# C3H4O2

C3H4O2 as an isolated structure (ωB97M-V/def2-TZVPD, the OMol25 dataset).

Output
Frontier orbital gap, eV: 10.5255
Energy relative to the best compared isomer or geometry (same formula, charge and spin), kcal/mol: 80.6
LUMO, eV: 0.8

Each line ends with the Mulliken charge.
Geometry (Å):
O  -0.3707  1.1750  0.0517  -0.3396
O  2.0269  -0.0619  -0.2310  -0.5739
C  0.4115  0.1013  0.4883  0.2503
C  -0.5839  -0.8597  -0.0333  -0.2816
C  -1.3188  0.2186  -0.3239  -0.2440
H  -2.3116  0.4794  -0.6357  0.3650
H  0.7036  0.1154  1.5300  0.2042
H  2.0859  0.7540  -0.7372  0.2808
H  -0.6430  -1.9222  -0.1090  0.3388

---

4.
# C37H31CsN2O2P2

C37H31CsN2O2P2 as an isolated structure (ωB97M-V/def2-TZVPD, the OMol25 dataset).

Output
Frontier orbital gap, eV: 5.9979
Energy relative to the best compared isomer or geometry (same formula, charge and spin), kcal/mol: 0.0
LUMO, eV: 0.0

Each line ends with the Mulliken charge.
Geometry (Å):
Cs  1.2323  -1.8347  -0.6426  1.4469
P  -2.3807  -0.6493  -1.1294  1.3973
P  -0.1759  1.5057  -0.6610  0.9858
O  -1.3340  -1.6938  -0.9638  -0.9023
O  1.0082  0.6626  -0.9769  -0.7878
N  4.6690  -2.4512  1.2916  -0.4386
N  4.3032  -2.2548  0.1266  0.3508
C  -0.4797  5.2729  -2.2757  -0.7687
C  -3.0827  -1.2199  1.4452  -0.5811
C  -4.9823  0.7993  1.6775  -0.8955
C  -1.6695  0.9728  -1.5609  -1.4990
C  -3.7720  -1.0464  2.6376  -0.6005
C  -1.7349  2.3728  3.0046  -0.7627
C  7.3279  -2.2237  -2.8045  -0.3993
C  1.9988  -2.3750  4.4610  -0.4296
C  -4.7210  -0.0428  2.7519  -0.4668
C  3.6293  -2.4523  2.3020  0.6779
C  3.3546  -2.1409  4.6622  -0.8369
C  -3.5108  -0.9961  -2.4891  0.4752
C  5.0144  -2.2056  -2.1633  -0.0891
C  -5.6938  -1.4160  -3.4138  -0.7505
C  7.6929  -2.2677  -1.4639  -0.5768
C  6.7280  -2.2855  -0.4707  -0.3228
C  -4.2926  0.6335  0.4894  -0.1207
C  -1.4322  2.4189  1.6548  -0.3661
C  5.3816  -2.2571  -0.8250  0.1922
C  0.0232  3.2515  -1.0650  0.2406
C  -0.5794  1.4690  1.0934  0.3002
C  -3.7508  -1.5369  -4.8257  -0.7288
C  2.2801  -2.7086  2.0050  -1.1188
C  -3.3447  -0.3822  0.3661  0.3366
C  -0.7308  3.9326  -2.0146  -0.1173
C  4.1899  -2.2103  3.5586  -0.2749
C  -2.9459  -1.2250  -3.7442  -0.6231
C  1.2888  5.2576  -0.6461  -0.7211
C  1.5099  -2.6654  3.1885  -0.3729
C  0.5270  5.9345  -1.5904  -0.3940
C  -1.1702  1.3884  3.8074  -0.6442
C  1.0395  3.9216  -0.3837  -0.5132
C  -0.0318  0.4743  1.8990  0.5340
C  -0.3194  0.4426  3.2571  -0.3683
C  -5.1277  -1.6288  -4.6607  -0.4364
C  -4.8880  -1.1019  -2.3273  -0.2444
C  5.9869  -2.1936  -3.1538  -0.5852
H  1.6371  3.3958  0.3521  0.4234
H  -4.4984  1.2988  -0.3424  0.4404
H  -1.3933  1.3624  4.8666  0.4278
H  -2.4535  1.7293  -1.4622  0.4813
H  2.0781  5.7721  -0.1141  0.3933
H  -1.8508  3.2090  1.0400  0.4509
H  3.7448  -1.9329  5.6508  0.3519
H  -1.5149  3.4271  -2.5634  0.3626
H  -3.3058  -1.7158  -5.7955  0.3975
H  1.3200  -2.3543  5.3103  0.4569
H  5.6960  -2.1577  -4.1960  0.3459
H  -1.3958  0.9264  -2.6203  0.7441
H  -5.7570  -1.8763  -5.5056  0.3808
H  8.7412  -2.2868  -1.1927  0.3471
H  -1.8702  -1.1775  -3.8724  0.3929
H  5.2607  -2.0751  3.6504  0.4052
H  -5.2560  0.0919  3.6833  0.4310
H  0.4379  -2.8802  3.1369  0.4437
H  0.6185  -0.2996  1.5088  -0.5282
H  6.9918  -2.3213  0.5760  0.4178
H  8.0905  -2.2095  -3.5728  0.3609
H  -2.3984  3.1121  3.4348  0.4328
H  0.1363  -0.3276  3.8659  0.3377
H  -5.7183  1.5873  1.7702  0.4228
H  0.7227  6.9796  -1.7924  0.3875
H  -6.7642  -1.5007  -3.2801  0.4098
H  -3.5577  -1.6940  3.4776  0.4440
H  -5.3374  -0.9549  -1.3544  0.3860
H  -2.3315  -1.9936  1.3494  0.4877
H  3.9626  -2.1762  -2.4211  0.1681
H  -1.0699  5.7976  -3.0155  0.3961

---

5.
# C24H16N6O2STl

C24H16N6O2STl as an isolated structure (ωB97M-V/def2-TZVPD, the OMol25 dataset).

Output
Frontier orbital gap (alpha / beta), eV: 6.8250 / 3.5974
Total charge: +3
LUMO (alpha / beta), eV: -10.5 / -12.8

Each line ends with the Mulliken charge.
Geometry (Å):
Tl  -0.6884  -1.7649  -1.4854  0.9147
S  3.4764  -1.2809  -1.9035  0.0428
O  -5.9714  4.6198  -0.8227  -0.5419
O  -3.9687  5.4077  -0.6560  -0.5597
N  -3.3516  -0.9632  -0.9789  -0.2492
N  0.3274  -1.3839  1.0442  0.0237
N  -4.7708  4.5135  -0.7669  1.0536
N  2.4034  -1.2638  -0.6992  -0.2207
N  -1.3311  0.9007  -1.0651  -0.1956
N  3.9544  -1.3331  1.0333  0.0763
C  7.4196  -1.3372  -1.3005  -0.6479
C  -5.6966  -1.5301  -0.9002  -0.8760
C  1.5677  -1.3677  1.5562  0.4116
C  0.7110  -1.5898  3.7855  -0.6241
C  -5.2745  2.1391  -0.8448  -0.4661
C  7.5008  -1.3509  0.0992  -0.6082
C  2.6852  -1.3089  0.5747  0.5623
C  -1.7839  3.6296  -0.9152  -0.2546
C  -4.2635  3.0929  -0.8362  -0.5024
C  5.1083  -1.3374  0.2656  0.5595
C  -0.5046  3.1492  -1.0144  -0.9671
C  -0.3253  1.7686  -1.0931  -0.1022
C  -4.3391  -1.8592  -0.9666  -0.2374
C  6.1900  -1.3349  -1.9214  -0.6525
C  -2.5861  1.3295  -0.9685  -0.0688
C  6.3592  -1.3570  0.8747  -0.7238
C  -0.7000  -1.5020  1.8766  0.2857
C  -3.6552  0.3338  -0.9440  -0.1423
C  5.0312  -1.3269  -1.1458  0.8557
C  -6.0308  -0.2012  -0.8626  -0.5090
C  -2.8878  2.7331  -0.8970  0.8968
C  -0.5635  -1.6166  3.2546  -0.9380
C  1.7929  -1.4579  2.9246  -0.6104
C  -4.9991  0.7637  -0.8866  1.1829
H  -1.6853  -1.5054  1.4204  0.2800
H  -7.0672  0.1125  -0.8156  0.5293
H  6.4377  -1.3807  1.9554  0.4285
H  4.0988  -1.3610  2.0322  0.0001
H  -6.4497  -2.3052  -0.8859  0.4630
H  -1.9553  4.6878  -0.8518  0.6068
H  0.8675  -1.6842  4.8514  0.4629
H  0.6696  1.3448  -1.1821  0.4460
H  -1.4322  -1.7324  3.8875  0.4507
H  -4.0454  -2.9025  -1.0168  0.4729
H  6.1137  -1.3394  -3.0018  0.4326
H  8.3228  -1.3274  -1.8948  0.4336
H  8.4708  -1.3593  0.5771  0.4321
H  -6.3088  2.4641  -0.8093  0.6051
H  0.3435  3.8179  -1.0390  0.4604
H  2.7840  -1.4435  3.3583  0.3284

---

Number 1: DFT total energy -24002.74777 eV, largest force on an atom 0.14378 Eh/bohr. Number 2: DFT total energy -71112.31801 eV, largest force on an atom 0.09413 Eh/bohr. Number 3: DFT total energy -7267.19049 eV, largest force on an atom 0.08984 Eh/bohr. Number 4: DFT total energy -65072.79999 eV, largest force on an atom 0.05303 Eh/bohr. Number 5: DFT total energy -53682.55942 eV, largest force on an atom 0.02055 Eh/bohr.